# 1
A cluster of 6 separate species, C38H57F8NO19 in total. Source: the OMol25 dataset; level of theory: the ωB97M-V functional and the def2-TZVPD basis.

Structure (XYZ):
```
123
Properties=species:S:1:pos:R:3:forces:R:3:mulliken_charge:R:1
C -2.057 1.758 0.735 -0.7 0.7 0.4 -0.339
O -2.140 2.052 -0.647 0.4 -0.4 0.0 -0.519
C -1.072 2.838 -1.127 0.0 0.8 -0.1 0.482
C -0.910 4.243 -0.475 0.5 -0.2 -0.9 -0.756
C 0.589 4.597 -0.340 -1.0 -0.1 0.9 -1.031
C 1.373 3.837 0.762 0.9 0.2 -0.7 -0.044
C 2.471 2.885 0.212 -0.8 -0.4 1.1 -1.440
C 2.023 1.404 0.235 0.8 0.1 -0.3 0.633
C 2.438 0.625 -1.013 -0.4 -0.4 0.3 -0.774
C 2.348 -0.917 -0.791 -0.1 0.9 -1.3 -0.434
C 1.385 -1.500 -1.849 -0.4 -0.6 0.9 -1.312
C -0.053 -1.345 -1.281 0.6 0.3 0.1 1.980
C -0.416 -2.559 -0.358 -0.4 1.5 -1.4 -0.574
O -0.441 -2.018 0.919 -0.6 -1.2 0.1 0.331
C -0.910 -2.935 1.933 0.4 1.4 0.3 -1.421
C -1.736 -2.132 2.964 -1.1 -1.9 0.4 2.087
C -3.039 -2.972 3.231 0.5 0.8 0.6 -1.938
C -1.035 -1.961 4.322 0.6 0.7 -1.0 -2.086
C 0.239 -1.067 4.312 -0.1 -0.5 0.3 1.079
C 1.518 -1.905 4.074 -0.7 0.5 0.1 -1.762
C 0.170 0.137 3.369 0.3 0.0 0.4 -0.590
N -1.710 -3.047 -0.925 0.9 -1.3 -0.6 -0.222
C -1.768 -2.611 -2.278 0.7 2.7 2.1 -0.384
O -2.105 -3.232 -3.213 -0.8 -1.6 -1.9 -0.603
C -1.251 -1.176 -2.234 0.0 -0.3 0.2 0.782
C -0.926 -0.470 -3.527 0.1 -0.3 0.6 -1.365
O -2.086 0.237 -4.000 0.1 -0.9 0.7 -0.381
C -1.845 0.997 -5.051 0.3 -0.3 0.1 0.866
F -1.301 0.305 -6.063 0.3 -0.4 -0.6 -0.225
F -1.005 1.990 -4.793 0.9 0.8 0.3 -0.272
F -2.952 1.519 -5.463 -1.6 0.6 -0.6 -0.277
H -2.310 0.720 0.950 0.2 -0.2 -0.3 0.082
H -2.802 2.371 1.259 0.1 -0.1 0.1 0.432
H -1.099 2.030 1.174 0.2 -0.3 -0.1 -0.050
H -0.100 2.327 -1.088 -0.2 -0.3 0.3 -0.547
H -1.280 2.999 -2.186 0.0 -0.2 0.0 0.474
H -1.322 4.959 -1.192 -0.2 0.1 0.2 0.397
H -1.474 4.378 0.447 0.2 -0.3 0.1 0.340
H 1.029 4.458 -1.329 0.3 0.1 0.1 0.363
H 0.627 5.654 -0.075 0.1 0.1 -0.3 0.418
H 0.748 3.283 1.465 -0.2 0.1 -0.1 -0.095
H 1.893 4.591 1.357 -0.1 0.0 0.1 0.530
H 3.313 2.938 0.904 0.3 0.2 -0.3 0.336
H 2.795 3.196 -0.780 0.0 0.0 0.0 0.526
H 2.485 0.897 1.086 0.0 0.1 0.1 0.792
H 0.950 1.316 0.403 -0.1 0.0 -0.1 -0.788
H 3.442 0.901 -1.339 0.0 0.1 0.1 0.565
H 1.765 0.905 -1.833 0.1 0.1 0.0 0.220
H 3.337 -1.349 -0.941 0.0 -0.1 0.4 0.509
H 1.960 -1.088 0.213 0.2 -0.4 0.0 -0.169
H 1.584 -2.570 -1.966 0.0 0.1 -0.3 0.573
H 1.543 -1.001 -2.804 0.0 -0.1 0.0 0.399
H -0.023 -0.464 -0.638 -0.1 -0.1 0.1 -1.484
H 0.248 -3.419 -0.508 0.5 0.3 0.6 0.425
H -1.518 -3.728 1.502 0.1 0.1 -0.2 0.590
H -0.024 -3.349 2.423 -0.1 -0.3 -0.1 0.351
H -2.090 -1.197 2.541 0.4 0.2 -0.1 -0.153
H -2.884 -4.035 3.051 -0.1 0.0 0.0 0.405
H -3.883 -2.587 2.668 0.0 -0.2 -0.3 0.421
H -3.296 -2.835 4.283 -0.3 -0.2 0.0 0.415
H -1.775 -1.551 5.010 0.1 -0.1 0.2 0.551
H -0.721 -2.959 4.638 -0.3 0.0 0.3 0.204
H 0.333 -0.664 5.326 0.0 0.0 0.0 0.500
H 2.372 -1.340 4.451 0.2 -0.1 -0.3 0.411
H 1.606 -2.092 3.002 0.4 -0.1 0.1 0.227
H 1.472 -2.842 4.630 0.1 -0.1 -0.1 0.422
H 1.199 0.470 3.209 -0.1 0.3 0.0 0.247
H -0.378 0.955 3.848 0.0 -0.2 -0.4 0.123
H -0.232 -0.087 2.384 -0.1 -0.1 0.0 -0.167
H -1.570 -4.051 -1.044 -0.9 -0.1 0.5 0.369
H -2.034 -0.618 -1.710 0.2 0.2 0.0 0.406
H -0.145 0.260 -3.308 0.0 0.1 -0.2 0.625
H -0.571 -1.202 -4.253 -0.1 0.2 -0.3 0.327
O -0.007 3.037 4.670 0.1 0.2 0.0 -0.503
C 1.049 3.081 5.202 -0.2 -0.1 -0.3 0.567
O 1.859 2.006 5.409 0.0 0.5 0.1 -0.173
C 3.091 2.498 5.946 0.2 -0.4 0.0 -0.448
C 2.668 3.811 6.549 0.3 0.1 -0.3 0.303
F 3.666 4.732 6.487 -0.1 0.1 0.1 -0.354
O 1.616 4.221 5.696 -0.1 -0.4 0.3 -0.321
H 3.816 2.625 5.139 0.0 0.2 0.0 0.265
H 3.500 1.808 6.681 -0.2 -0.1 0.0 0.297
H 2.304 3.740 7.568 0.1 0.0 0.0 0.390
O -1.335 -4.344 -9.835 0.1 0.0 0.1 -0.509
C -0.716 -3.524 -9.249 -0.4 -0.3 0.0 0.542
O -1.255 -2.569 -8.450 0.4 -0.1 -0.2 -0.317
C -0.177 -1.868 -7.823 -0.2 0.3 0.1 -0.272
C 0.959 -2.122 -8.777 0.3 -0.3 0.3 0.416
F 2.149 -2.185 -8.128 0.0 0.0 -0.1 -0.299
O 0.652 -3.407 -9.294 -0.3 0.4 -0.1 -0.252
H 0.009 -2.293 -6.835 0.2 -0.1 -0.1 0.122
H -0.407 -0.814 -7.717 -0.2 0.0 -0.1 0.276
H 1.031 -1.406 -9.598 0.2 0.0 0.0 0.292
O 5.408 -6.243 -12.473 0.0 0.1 0.1 -0.482
C 4.863 -5.560 -11.676 0.2 -0.2 -0.1 0.559
O 4.328 -6.009 -10.508 0.0 0.3 -0.2 -0.337
C 3.889 -4.868 -9.767 -0.2 -0.3 0.4 -0.352
C 3.695 -3.846 -10.855 0.3 0.3 0.1 0.469
F 3.960 -2.590 -10.412 -0.1 0.1 -0.1 -0.299
O 4.675 -4.210 -11.808 -0.4 -0.4 0.1 -0.342
H 4.664 -4.571 -9.059 0.0 0.2 -0.1 0.298
H 2.973 -5.081 -9.222 0.0 -0.2 -0.1 0.210
H 2.709 -3.866 -11.323 0.0 0.1 0.0 0.284
O -7.186 -2.932 5.154 0.0 -0.1 -0.1 -0.490
C -7.261 -3.273 4.023 0.1 0.0 0.4 0.566
O -6.235 -3.218 3.130 -0.5 -0.1 0.0 -0.198
C -6.683 -3.843 1.924 0.4 0.1 -0.3 -0.450
C -8.180 -3.710 2.037 -0.1 -0.4 0.1 0.302
F -8.818 -4.752 1.450 -0.1 0.0 0.0 -0.286
O -8.392 -3.768 3.435 0.3 0.4 -0.2 -0.317
H -6.361 -4.885 1.913 -0.2 -0.1 0.0 0.283
H -6.279 -3.338 1.050 0.1 0.1 0.2 0.302
H -8.582 -2.773 1.646 -0.1 -0.1 -0.1 0.285
O 2.023 9.072 11.191 0.0 -0.1 -0.1 -0.474
C 2.105 8.341 10.266 0.2 0.3 0.3 0.580
O 2.695 8.653 9.080 -0.2 -0.3 0.2 -0.330
C 2.711 7.469 8.281 0.2 0.2 -0.4 -0.339
C 1.583 6.670 8.883 0.2 -0.2 0.2 0.295
F 1.823 5.332 8.806 -0.2 0.1 0.2 -0.305
O 1.610 7.063 10.238 -0.1 0.3 -0.3 -0.305
H 3.674 6.967 8.391 -0.1 -0.2 0.1 0.274
H 2.552 7.702 7.231 0.0 0.2 0.1 0.279
H 0.601 6.886 8.459 0.0 -0.2 0.0 0.284
```
Positions in Å, forces in eV/Å.

net charge = 0
LUMO = 0.0064 hartree
HOMO level = -9.791 eV
structure (SMILES) = COCCCCCCCCC[C@@H]1[C@@H](OC[C@@H](C)CC(C)C)NC(=O)[C@@H]1COC(F)(F)F.O=C1OC[C@@H](F)O1.O=C1OC[C@@H](F)O1.O=C1OC[C@@H](F)O1.O=C1OC[C@@H](F)O1.O=C1OC[C@@H](F)O1
energy = -102462.7332 eV

---

# 2
A cluster of 5 separate species, C38H57FN5O2S in total. Source: the OMol25 dataset; level of theory: the ωB97M-V functional and the def2-TZVPD basis.

Structure (XYZ):
```
104
Properties=species:S:1:pos:R:3:forces:R:3:mulliken_charge:R:1
C -4.347 -0.797 -7.912 0.3 0.5 -0.1 -0.726
O -3.626 -2.030 -7.941 -0.9 0.0 0.0 -0.350
C -4.370 -3.088 -7.341 0.4 -0.1 0.7 -0.711
C -4.283 -2.956 -5.786 0.1 -0.9 -0.2 -0.453
C -2.811 -3.278 -5.280 -1.4 0.3 -0.2 -0.521
C -2.859 -4.437 -4.245 0.7 -0.3 -0.3 -0.670
C -1.445 -5.000 -3.867 -0.5 0.5 0.2 -0.795
C -0.491 -3.886 -3.312 0.7 -0.7 -0.3 -0.506
C 0.621 -4.460 -2.358 0.2 0.7 -0.2 -1.125
C 1.011 -3.452 -1.216 -0.8 -1.4 0.7 -0.574
C 0.124 -3.823 0.051 0.3 1.2 -0.7 -0.825
C -0.243 -2.541 0.887 -1.1 -1.2 -0.8 -0.619
N 0.661 -2.333 2.080 0.0 0.4 -0.3 0.326
C 1.562 -1.132 1.950 0.2 1.2 0.6 -1.532
C 0.936 0.092 2.736 1.2 -0.1 -1.5 1.175
C 1.827 1.335 2.431 0.2 0.1 0.5 -0.466
C 1.521 2.595 3.320 -0.5 0.0 -0.2 -0.870
C 0.039 2.785 3.765 0.9 1.3 1.0 -0.127
F -0.898 2.542 2.762 0.3 -0.4 0.0 -0.245
O 1.019 -0.145 4.132 -0.4 -0.7 -0.5 -0.321
C 0.645 -1.472 4.504 -0.4 -0.2 -0.1 -0.846
C -0.075 -2.308 3.389 -0.6 -0.8 1.7 0.367
S -0.063 -4.071 3.999 -0.3 0.1 0.1 -0.164
H -3.647 -0.022 -7.529 -0.6 -0.3 -0.3 0.242
H -4.690 -0.509 -8.932 0.3 -0.2 0.6 0.247
H -5.235 -0.837 -7.251 0.5 0.0 -0.3 0.354
H -5.416 -3.140 -7.712 0.5 0.2 0.2 0.349
H -3.859 -4.030 -7.638 -0.4 0.5 0.1 0.371
H -4.616 -1.957 -5.446 0.1 -0.5 -0.2 0.332
H -4.981 -3.714 -5.353 0.4 0.6 -0.2 0.383
H -2.245 -3.557 -6.195 0.1 0.2 0.8 0.312
H -2.426 -2.325 -4.856 0.2 -0.8 -0.2 0.194
H -3.441 -5.284 -4.677 0.3 0.6 0.2 0.396
H -3.405 -4.111 -3.333 0.3 -0.1 -0.4 0.262
H -1.575 -5.819 -3.121 0.1 0.6 -0.3 0.376
H -1.007 -5.482 -4.769 -0.1 0.4 0.5 0.357
H -1.040 -3.056 -2.819 0.0 -0.6 -0.1 0.364
H 0.054 -3.438 -4.174 -0.5 0.0 0.6 0.317
H 0.264 -5.411 -1.913 0.3 0.5 -0.1 0.436
H 1.534 -4.687 -2.942 -0.6 0.0 0.2 0.478
H 0.812 -2.398 -1.495 0.3 -0.6 -0.1 0.359
H 2.068 -3.605 -0.915 -0.5 0.4 -0.4 0.364
H -0.837 -4.261 -0.292 0.6 0.2 0.2 0.366
H 0.656 -4.596 0.642 -0.5 0.4 -0.1 0.366
H -0.243 -1.650 0.226 0.2 -0.4 0.7 0.449
H -1.294 -2.684 1.221 0.8 0.3 0.2 0.256
H 1.265 -3.163 2.118 -0.2 0.1 -0.1 0.591
H 1.720 -0.893 0.879 -0.1 -0.3 0.7 0.502
H 2.524 -1.386 2.438 -0.4 0.1 -0.4 0.527
H -0.105 0.204 2.354 0.4 0.2 0.5 -0.122
H 1.841 1.601 1.355 -0.4 -0.3 0.6 -0.156
H 2.871 1.028 2.680 -0.6 0.1 -0.3 0.393
H 1.807 3.539 2.807 0.0 -0.8 0.0 0.433
H 2.162 2.552 4.226 -0.6 0.0 -0.4 0.309
H -0.075 3.861 4.024 0.0 -0.6 -0.1 0.177
H -0.206 2.241 4.700 -0.1 -0.2 -0.9 0.302
H -0.077 -1.383 5.344 0.5 -0.3 -0.5 0.369
H 1.520 -2.061 4.852 -0.3 0.5 -0.1 0.380
H -1.134 -2.019 3.292 0.7 0.2 -0.5 -0.228
H -1.381 -4.416 4.139 0.5 0.6 -0.3 0.225
N -1.350 7.021 7.140 -0.2 -0.4 -0.1 -0.552
C -1.464 6.641 5.864 0.1 0.2 0.3 -0.218
C -2.118 5.490 5.457 0.0 -0.1 0.0 -0.392
C -2.685 4.679 6.427 0.0 -0.1 0.0 -0.259
C -2.579 5.051 7.758 0.0 0.0 -0.1 -0.352
C -1.906 6.225 8.059 0.2 0.3 -0.1 -0.214
H -1.002 7.305 5.141 0.0 0.0 -0.1 0.372
H -2.182 5.234 4.407 0.0 0.0 0.0 0.493
H -3.204 3.769 6.150 0.0 0.0 0.0 0.413
H -3.008 4.445 8.545 0.0 0.0 0.0 0.356
H -1.800 6.559 9.085 0.0 -0.1 0.0 0.352
N 3.341 1.239 -2.725 0.0 0.3 0.2 -0.531
C 4.104 2.121 -3.380 -0.1 -0.4 0.0 -0.169
C 4.093 3.485 -3.132 -0.2 0.0 0.0 -0.465
C 3.240 3.966 -2.152 0.0 0.1 0.0 -0.232
C 2.438 3.071 -1.461 0.0 0.0 0.0 -0.404
C 2.528 1.727 -1.784 0.2 -0.1 -0.2 -0.277
H 4.752 1.698 -4.139 0.0 0.1 0.0 0.374
H 4.735 4.152 -3.691 0.0 0.0 0.0 0.451
H 3.201 5.025 -1.929 0.0 0.0 0.0 0.394
H 1.759 3.410 -0.689 0.0 0.0 0.0 0.460
H 1.922 0.987 -1.268 -0.1 0.0 0.0 0.432
N 7.862 3.795 -0.942 0.0 -0.4 0.2 -0.508
C 8.852 3.295 -0.195 -0.1 0.3 -0.2 -0.316
C 8.793 2.066 0.442 -0.1 -0.1 0.0 -0.279
C 7.640 1.311 0.304 0.0 -0.1 0.0 -0.576
C 6.598 1.809 -0.463 0.0 0.0 0.1 -0.050
C 6.760 3.048 -1.062 0.3 0.3 0.0 -0.220
H 9.732 3.923 -0.114 0.0 -0.1 0.0 0.371
H 9.628 1.711 1.032 0.0 0.0 0.0 0.374
H 7.554 0.345 0.788 0.0 0.0 0.0 0.373
H 5.681 1.248 -0.595 0.0 0.0 -0.1 0.404
H 5.976 3.476 -1.673 0.1 -0.1 0.1 0.394
N -4.447 1.375 0.388 -0.1 -0.5 0.2 -0.518
C -3.465 0.860 1.132 0.0 0.5 -0.3 -0.622
C -3.539 -0.365 1.765 -0.1 -0.2 0.0 0.250
C -4.698 -1.112 1.628 0.0 -0.1 0.0 -0.374
C -5.735 -0.600 0.864 0.1 0.0 0.1 -0.421
C -5.559 0.640 0.268 0.2 0.3 -0.1 -0.292
H -2.574 1.473 1.219 0.0 0.0 0.0 0.566
H -2.702 -0.724 2.352 0.0 0.0 0.1 0.185
H -4.794 -2.079 2.108 0.0 0.0 0.0 0.398
H -6.657 -1.149 0.732 0.0 0.0 0.0 0.389
H -6.339 1.081 -0.342 0.0 -0.1 0.0 0.382
```
Positions in Å, forces in eV/Å.

net charge = +1
LUMO = -0.1008 hartree
HOMO level = -11.009 eV
energy = -65419.4280 eV